This record from the Open Molecules 2025 dataset describes a cluster of 11 separate species, C58H94F5NO16S in total at a distorted geometry. The level of theory is wB97M-V/def2-TZVPD.

Geometry as XYZ:
```
175
C58H94F5NO16S, DFT wB97M-V/def2-TZVPD
C -8.32 -1.72 -1.41
C -7.63 -1.36 0.06
O -6.77 -2.54 0.38
C -8.72 -1.20 1.28
N -8.67 0.14 1.99
C -7.60 0.14 3.10
C -6.33 1.00 2.51
O -5.31 1.36 3.56
C -4.04 0.83 2.97
C -3.40 -0.52 3.67
C -2.01 -1.29 3.13
C -1.45 -2.66 3.85
C -0.07 -2.47 4.71
C 1.08 -3.63 4.42
O -0.33 -2.44 6.19
C -1.29 -0.58 1.82
C -1.93 0.80 1.11
C -3.30 1.55 1.65
C -3.98 2.89 0.94
C -4.40 4.04 2.04
O -3.97 4.08 3.30
C -5.38 5.26 1.49
C -7.04 5.24 1.69
C -7.84 6.54 1.05
C -7.05 7.81 0.31
C -5.42 7.80 0.15
C -4.59 6.51 0.72
C -1.10 1.39 -0.22
O -0.84 2.68 -0.43
C -0.57 0.20 -1.27
C -0.70 0.39 -2.89
C -0.19 -0.86 -3.84
C 0.44 -2.27 -3.18
C 0.86 -3.43 -4.26
F 2.06 -4.23 -3.89
F 1.23 -2.70 -5.53
C -0.50 -4.36 -4.51
C -0.97 -4.86 -6.03
C -2.37 -5.75 -6.22
C -3.33 -6.18 -4.92
C -2.87 -5.69 -3.42
C -3.73 -6.00 -2.03
F -4.31 -4.71 -1.55
F -4.70 -7.11 -2.15
F -2.68 -6.37 -1.00
C -1.48 -4.82 -3.28
C 0.56 -2.41 -1.53
S 1.26 -3.97 -0.73
C 0.06 -1.18 -0.57
C 0.08 -1.22 1.11
O 1.12 -1.71 1.81
H -7.81 -0.99 -2.19
H -9.49 -1.65 -1.41
H -8.06 -2.82 -1.76
H -7.00 -0.36 -0.07
H -7.34 -3.37 0.32
H -8.61 -2.12 2.02
H -9.81 -1.32 0.80
H -9.63 0.26 2.42
H -8.03 0.60 4.11
H -7.20 -0.97 3.26
H -5.84 0.34 1.64
H -6.71 1.99 1.99
H -3.98 -0.98 4.58
H -2.32 -3.01 4.60
H -1.30 -3.56 3.11
H 0.39 -1.42 4.40
H 2.13 -3.19 4.76
H 1.11 -3.96 3.28
H 0.89 -4.63 5.03
H 0.54 -2.71 6.63
H -3.28 3.41 0.15
H -4.96 2.57 0.35
H -7.60 4.33 2.21
H -9.01 6.62 1.11
H -7.63 8.75 -0.11
H -4.78 8.65 -0.39
H -3.41 6.46 0.61
H -1.17 1.36 -3.35
H -0.31 -0.73 -5.00
H -0.35 -4.62 -7.00
H -2.72 -6.08 -7.30
H -4.32 -6.81 -5.03
H -1.17 -4.50 -2.20
H 0.40 -4.32 0.33
C -13.51 -1.08 -0.58
C -12.87 -1.93 -1.65
O -11.65 -2.49 -1.17
H -12.83 -0.28 -0.27
H -14.44 -0.64 -0.94
H -13.72 -1.68 0.32
H -12.63 -1.33 -2.53
H -13.53 -2.75 -1.95
H -11.87 -3.03 -0.39
C 2.79 1.98 3.06
C 2.08 0.66 3.25
O 2.18 0.23 4.59
H 3.85 1.89 3.34
H 2.72 2.33 2.03
H 2.36 2.75 3.72
H 2.52 -0.11 2.61
H 1.02 0.75 2.99
H 1.78 0.92 5.15
C 6.47 4.75 4.33
C 6.70 3.41 3.66
O 5.86 3.28 2.52
H 5.42 4.84 4.63
H 7.10 4.86 5.21
H 6.67 5.57 3.63
H 6.48 2.59 4.34
H 7.75 3.31 3.34
H 6.08 4.01 1.91
C 4.97 -3.81 -4.78
C 5.61 -4.66 -5.85
O 6.83 -5.22 -5.37
H 5.65 -3.00 -4.47
H 4.04 -3.36 -5.14
H 4.76 -4.40 -3.89
H 5.84 -4.05 -6.73
H 4.95 -5.47 -6.16
H 6.61 -5.76 -4.59
C -5.71 -10.87 -3.07
C -6.19 -10.02 -4.23
O -7.32 -9.26 -3.84
H -6.50 -11.54 -2.73
H -4.84 -11.47 -3.36
H -5.44 -10.24 -2.22
H -6.48 -10.65 -5.08
H -5.40 -9.34 -4.57
H -7.05 -8.69 -3.10
C 10.89 3.73 2.61
C 10.41 4.58 1.46
O 9.28 5.34 1.85
H 10.09 3.06 2.95
H 11.76 3.13 2.33
H 11.16 4.36 3.47
H 10.12 3.95 0.61
H 11.19 5.26 1.12
H 9.55 5.91 2.59
C 9.75 4.81 7.36
C 10.72 5.68 6.59
O 10.47 5.58 5.19
H 9.85 3.76 7.05
H 9.94 4.88 8.43
H 8.72 5.11 7.15
H 11.75 5.37 6.77
H 10.62 6.73 6.88
H 9.56 5.86 5.04
C 0.70 -0.07 -8.53
C 0.37 -1.47 -9.01
O 1.38 -2.38 -8.57
H 1.67 0.25 -8.92
H -0.07 0.64 -8.86
H 0.76 -0.04 -7.44
H 0.33 -1.51 -10.10
H -0.59 -1.81 -8.61
H 1.40 -2.35 -7.60
C 7.11 8.95 0.37
C 6.47 8.00 1.35
O 6.66 6.66 0.93
H 6.68 8.82 -0.63
H 6.97 9.99 0.68
H 8.18 8.75 0.28
H 5.39 8.19 1.42
H 6.90 8.12 2.35
H 7.61 6.50 0.88
C 9.24 -0.21 -0.75
C 9.51 0.95 0.19
O 10.73 1.58 -0.16
H 10.06 -0.94 -0.71
H 8.31 -0.71 -0.50
H 9.18 0.14 -1.79
H 9.59 0.59 1.22
H 8.70 1.68 0.14
H 10.64 1.90 -1.07
```

Calculated values
LUMO energy: -1.82 eV
HOMO: -8.672 eV
F_max: 8.59 eV Å⁻¹
HOMO-LUMO gap: 0.252 Eh
Multiplicity: 1
SMILES: C[C@H](O)CNCCOc1cc(C[C@H](C)O)c2c(c1CC(=O)c1ccccc1)C(=O)c1ccc(C(F)(F)c3cccc(C(F)(F)F)c3)c(S)c1C2=O.CCO.CCO.CCO.CCO.CCO.CCO.CCO.CCO.CCO.CCO

Löwdin population analysis, charges in e, atoms 1 to 99: number 1, C, carries -0.070; number 2, C, carries -0.322; number 3, O, carries -0.152; number 4, C, carries -0.193; number 5, N, carries -0.108; number 6, C, carries -0.169; number 7, C, carries -0.185; number 8, O, carries -0.150; number 9, C, carries -0.089; number 10, C, carries 0.086; number 11, C, carries -0.036; number 12, C, carries -0.112; number 13, C, carries -0.353; number 14, C, carries -0.083; number 15, O, carries -0.127; number 16, C, carries 0.015; number 17, C, carries 0.030; number 18, C, carries 0.008; number 19, C, carries -0.077; number 20, C, carries -0.245; number 21, O, carries -0.009; number 22, C, carries -0.071; number 23, C, carries -0.006; number 24, C, carries -0.063; number 25, C, carries -0.072; number 26, C, carries -0.072; number 27, C, carries -0.019; number 28, C, carries -0.191; number 29, O, carries -0.031; number 30, C, carries -0.005; number 31, C, carries 0.021; number 32, C, carries 0.038; number 33, C, carries -0.047; number 34, C, carries -0.251; number 35, F, carries -0.028; number 36, F, carries -0.063; number 37, C, carries -0.024; number 38, C, carries 0.027; number 39, C, carries -0.032; number 40, C, carries 0.016; number 41, C, carries -0.035; number 42, C, carries -0.214; number 43, F, carries 0.012; number 44, F, carries 0.010; number 45, F, carries -0.021; number 46, C, carries 0.070; number 47, C, carries -0.384; number 48, S, carries 0.704; number 49, C, carries -0.011; number 50, C, carries -0.176; number 51, O, carries -0.057; number 52, H, carries 0.088; number 53, H, carries 0.054; number 54, H, carries 0.093; number 55, H, carries 0.142; number 56, H, carries 0.104; number 57, H, carries 0.127; number 58, H, carries 0.117; number 59, H, carries 0.106; number 60, H, carries 0.137; number 61, H, carries 0.131; number 62, H, carries 0.124; number 63, H, carries 0.118; number 64, H, carries 0.110; number 65, H, carries 0.130; number 66, H, carries 0.123; number 67, H, carries 0.123; number 68, H, carries 0.100; number 69, H, carries 0.072; number 70, H, carries 0.088; number 71, H, carries 0.107; number 72, H, carries 0.120; number 73, H, carries 0.134; number 74, H, carries 0.092; number 75, H, carries 0.077; number 76, H, carries 0.083; number 77, H, carries 0.091; number 78, H, carries 0.100; number 79, H, carries 0.107; number 80, H, carries 0.096; number 81, H, carries 0.095; number 82, H, carries 0.093; number 83, H, carries 0.091; number 84, H, carries 0.074; number 85, H, carries -0.101; number 86, C, carries -0.096; number 87, C, carries -0.319; number 88, O, carries -0.112; number 89, H, carries 0.076; number 90, H, carries 0.075; number 91, H, carries 0.073; number 92, H, carries 0.116; number 93, H, carries 0.109; number 94, H, carries 0.092; number 95, C, carries -0.080; number 96, C, carries -0.338; number 97, O, carries -0.093; number 98, H, carries 0.063; number 99, H, carries 0.080

=====

This record from the Open Molecules 2025 dataset describes a structure of composition C43H54F3InN4O15P2Se. The level of theory is wB97M-V/def2-TZVPD.

Geometry as XYZ:
```
123
C43H54F3InN4O15P2Se, DFT wB97M-V/def2-TZVPD
In 1.55 0.48 0.52
C -2.55 -5.88 -2.13
C -2.97 -4.45 -1.76
C -3.91 -4.52 -0.57
C -3.74 -3.83 -2.94
C -1.72 -3.61 -1.47
C -1.49 -3.01 -0.24
C -0.37 -2.22 -0.04
Se -0.10 -1.38 1.67
C -1.64 -0.27 1.62
C -2.81 -0.69 2.23
C -3.93 0.13 2.25
C -3.78 1.39 1.68
C -2.63 1.87 1.08
C -1.50 1.00 1.00
O -0.40 1.35 0.40
C -2.63 3.34 0.64
C -2.83 4.21 1.90
C -3.80 3.58 -0.33
C -1.36 3.84 -0.05
C -5.25 -0.27 2.90
C -5.56 0.67 4.07
C -6.39 -0.19 1.87
C -5.21 -1.70 3.44
C 0.59 -1.97 -1.05
O 1.59 -1.16 -0.86
C 0.39 -2.65 -2.29
C -0.76 -3.41 -2.45
C 1.35 -2.57 -3.50
C 1.72 -4.00 -3.93
C 2.67 -1.83 -3.25
C 0.63 -1.88 -4.67
H -3.43 -6.49 -2.35
H -2.00 -6.34 -1.31
H -1.90 -5.89 -3.01
H -4.79 -5.11 -0.82
H -4.25 -3.52 -0.27
H -3.43 -4.98 0.30
H -4.64 -4.41 -3.16
H -3.13 -3.80 -3.84
H -4.03 -2.80 -2.70
H -2.19 -3.12 0.58
H -2.82 -1.67 2.69
H -4.63 2.07 1.74
H -3.78 3.98 2.39
H -2.83 5.27 1.62
H -2.03 4.03 2.62
H -4.77 3.44 0.14
H -3.74 2.89 -1.18
H -3.76 4.60 -0.72
H -0.49 3.78 0.60
H -1.52 4.89 -0.31
H -1.14 3.29 -0.96
H -5.63 1.71 3.73
H -4.76 0.63 4.81
H -6.50 0.40 4.55
H -6.49 0.83 1.49
H -7.34 -0.48 2.32
H -6.18 -0.84 1.02
H -4.45 -1.82 4.21
H -5.01 -2.42 2.64
H -6.18 -1.96 3.88
H -0.91 -3.89 -3.41
H 2.19 -4.54 -3.10
H 2.43 -3.97 -4.76
H 0.85 -4.58 -4.25
H 3.23 -2.26 -2.43
H 2.52 -0.78 -3.02
H 3.27 -1.90 -4.17
H -0.29 -2.38 -4.94
H 1.28 -1.85 -5.55
H 0.39 -0.84 -4.40
O 4.82 -0.36 3.21
C 4.17 -0.50 2.17
O 2.89 -0.36 2.11
C 4.90 -0.88 0.91
C 5.90 -1.81 0.99
C 6.65 -2.13 -0.14
C 6.47 -1.46 -1.33
C 5.48 -0.50 -1.42
C 4.58 -0.20 -0.33
O 3.65 0.63 -0.40
N 5.40 0.21 -2.69
O 4.46 0.94 -2.92
O 6.34 0.07 -3.47
N 7.68 -3.15 -0.06
O 8.36 -3.37 -1.05
O 7.82 -3.74 1.00
H 6.11 -2.27 1.94
H 7.09 -1.67 -2.18
N 2.90 1.45 4.09
C 2.12 2.73 4.05
C 2.62 3.70 5.12
P 2.38 3.44 2.37
O 4.00 3.64 2.53
O 1.73 4.74 2.16
O 2.23 2.30 1.40
P 0.36 2.18 4.36
O 0.59 1.64 5.91
O -0.56 3.33 4.43
O 0.22 0.97 3.51
H 3.90 1.57 3.90
H 2.55 0.75 3.37
H 2.80 0.99 4.99
H 3.67 3.96 4.95
H 2.51 3.27 6.11
H 2.02 4.61 5.06
H 4.32 4.29 1.89
H 0.07 2.22 6.48
F 1.27 2.92 -6.28
C 0.98 3.74 -5.25
F -0.28 4.17 -5.45
F 1.78 4.82 -5.37
C 1.14 3.04 -3.93
C 2.12 3.42 -3.03
C 2.22 2.70 -1.84
N 1.41 1.70 -1.54
C 0.46 1.36 -2.41
C 0.29 1.99 -3.62
H 2.80 4.22 -3.24
H 2.98 2.93 -1.11
H -0.19 0.54 -2.10
H -0.49 1.68 -4.30
```

Calculated values
Charge: -2
LUMO energy: 3.76 eV
Relative energy (zero: lowest compared OMol25 entry of this formula, charge and spin): 0.0 kJ/mol
HOMO: -2.883 eV
F_max: 0.44 eV Å⁻¹
HOMO-LUMO gap: 0.244 Eh
Multiplicity: 1

Löwdin population analysis, charges in e, atoms 1 to 99: number 1, In, carries 0.690; number 2, C, carries -0.056; number 3, C, carries -0.561; number 4, C, carries -0.073; number 5, C, carries -0.055; number 6, C, carries -0.184; number 7, C, carries -0.061; number 8, C, carries -0.368; number 9, Se, carries 1.252; number 10, C, carries -0.401; number 11, C, carries -0.073; number 12, C, carries -0.185; number 13, C, carries -0.001; number 14, C, carries -0.067; number 15, C, carries -0.347; number 16, O, carries -0.171; number 17, C, carries -0.516; number 18, C, carries -0.041; number 19, C, carries -0.062; number 20, C, carries -0.049; number 21, C, carries -0.561; number 22, C, carries -0.052; number 23, C, carries -0.057; number 24, C, carries -0.075; number 25, C, carries -0.357; number 26, O, carries -0.166; number 27, C, carries -0.078; number 28, C, carries -0.009; number 29, C, carries -0.518; number 30, C, carries -0.058; number 31, C, carries -0.056; number 32, C, carries -0.041; number 33, H, carries 0.076; number 34, H, carries 0.087; number 35, H, carries 0.072; number 36, H, carries 0.078; number 37, H, carries 0.081; number 38, H, carries 0.085; number 39, H, carries 0.076; number 40, H, carries 0.072; number 41, H, carries 0.090; number 42, H, carries 0.089; number 43, H, carries 0.091; number 44, H, carries 0.095; number 45, H, carries 0.071; number 46, H, carries 0.080; number 47, H, carries 0.070; number 48, H, carries 0.064; number 49, H, carries 0.084; number 50, H, carries 0.074; number 51, H, carries 0.078; number 52, H, carries 0.081; number 53, H, carries 0.071; number 54, H, carries 0.074; number 55, H, carries 0.090; number 56, H, carries 0.075; number 57, H, carries 0.073; number 58, H, carries 0.074; number 59, H, carries 0.083; number 60, H, carries 0.084; number 61, H, carries 0.078; number 62, H, carries 0.076; number 63, H, carries 0.094; number 64, H, carries 0.091; number 65, H, carries 0.078; number 66, H, carries 0.065; number 67, H, carries 0.091; number 68, H, carries 0.067; number 69, H, carries 0.088; number 70, H, carries 0.073; number 71, H, carries 0.083; number 72, H, carries 0.068; number 73, O, carries 0.029; number 74, C, carries -0.553; number 75, O, carries -0.120; number 76, C, carries -0.028; number 77, C, carries 0.064; number 78, C, carries -0.155; number 79, C, carries 0.068; number 80, C, carries -0.056; number 81, C, carries -0.263; number 82, O, carries -0.045; number 83, N, carries -0.339; number 84, O, carries 0.073; number 85, O, carries 0.025; number 86, N, carries -0.372; number 87, O, carries 0.030; number 88, O, carries 0.037; number 89, H, carries 0.129; number 90, H, carries 0.123; number 91, N, carries 0.159; number 92, C, carries -0.497; number 93, C, carries -0.092; number 94, P, carries 0.350; number 95, O, carries -0.163; number 96, O, carries -0.284; number 97, O, carries -0.290; number 98, P, carries 0.303; number 99, O, carries -0.185

=====

> HOMO-LUMO gap of number 2 (C43H54F3InN4O15P2Se)?

0.244 Eh

=====

> Among the records above, which one has the highest HOMO-LUMO gap?

C58H94F5NO16S

=====

> What is the formula in the first record?

C58H94F5NO16S